Entry 1:
This record from the Open Molecules 2025 dataset describes 2 unconnected molecules or ions with the total composition C4H12O at a distorted geometry. The level of theory is the ωB97M-V functional and the def2-TZVPD basis.

Calculated values
energy	-6390.003	eV
E_HOMO	-11.053	eV
E_LUMO	0.8	eV
relative energy (zero: lowest compared OMol25 entry of this formula, charge and spin)	0.118	eV
charge	0
orbital gap	0.435	Eh
SMILES	CC(C)C.O

Positions of all 17 atoms, in Å:
C  0.000  0.000  0.000
C  -1.894  -1.331  -1.043
C  -2.362  0.194  0.986
C  -1.576  -0.061  -0.287
H  0.539  -0.370  -0.888
H  0.290  -0.614  0.869
H  0.307  1.043  0.188
H  -1.667  -2.184  -0.382
H  -1.267  -1.409  -1.947
H  -2.954  -1.391  -1.344
H  -3.441  0.036  0.820
H  -2.198  1.249  1.262
H  -2.038  -0.444  1.825
H  -1.796  0.838  -0.898
O  2.717  -3.334  1.841
H  2.973  -4.182  2.271
H  1.798  -3.166  2.151

natural (NBO) atomic charge list, values in e, 8 entries: -0.61, -0.61, -0.61, -0.21, 0.21, 0.20, 0.21, 0.20

=====

Entry 2:
This record from the Open Molecules 2025 dataset describes 2 unconnected molecules or ions with the total composition C7H13N at a distorted geometry. The level of theory is the ωB97M-V functional and the def2-TZVPD basis.

Calculated values
energy	-8951.751	eV
E_HOMO	-5.036	eV
E_LUMO	-2.8	eV
relative energy (zero: lowest compared OMol25 entry of this formula, charge and spin)	8.182	eV
charge	0
orbital gap	0.081	Eh

Positions of all 21 atoms, in Å:
C  -1.191  1.734  -1.170
C  -2.532  2.302  -1.409
C  -3.749  1.970  -1.081
N  -4.287  0.647  -1.054
C  2.498  -2.180  -0.498
C  1.787  -2.148  0.680
C  1.966  -1.275  1.735
C  3.016  -0.226  1.786
H  -1.331  0.650  -1.344
H  -0.372  2.121  -1.768
H  -0.979  1.916  -0.119
H  -4.527  2.711  -0.879
H  -3.676  -0.029  -1.497
H  -4.524  0.352  -0.108
H  3.176  -1.405  -0.807
H  2.443  -3.078  -1.105
H  0.920  -2.801  0.781
H  1.384  -1.469  2.627
H  3.562  -0.261  0.839
H  2.631  0.802  1.841
H  3.787  -0.333  2.552

natural (NBO) atomic charge list, values in e, 8 entries: -0.70, 0.06, -0.13, -0.83, -0.38, -0.28, -0.13, -0.67

=====

Entry 3:
This record from the Open Molecules 2025 dataset describes a single CH3BrCl2OSi molecule at a distorted geometry. The level of theory is the ωB97M-V functional and the def2-TZVPD basis.

Calculated values
energy	-106102.771	eV
E_HOMO	-10.820	eV
E_LUMO	0.4	eV
relative energy (zero: lowest compared OMol25 entry of this formula, charge and spin)	0.122	eV
charge	0
orbital gap	0.413	Eh
SMILES	CO[Si](Cl)(Cl)Br

Positions of all 9 atoms, in Å:
C  -0.515  -1.323  0.438
O  0.461  -0.475  -0.183
Si  0.431  1.135  -0.442
Cl  2.013  1.368  -1.633
Cl  -1.228  1.953  -1.322
Br  0.968  2.091  1.466
H  -0.460  -2.435  -0.103
H  -1.515  -0.781  0.283
H  -0.155  -1.532  1.496

natural (NBO) atomic charge list, values in e, 8 entries: -0.26, -0.92, 1.56, -0.34, -0.34, -0.29, 0.20, 0.19

=====

Entry 4:
This record from the Open Molecules 2025 dataset describes a gas-phase ion, C4H10FO3SSi (charge -1) at a distorted geometry. The level of theory is the ωB97M-V functional and the def2-TZVPD basis.

Calculated values
energy	-31884.092	eV
E_HOMO	-4.667	eV
E_LUMO	3.8	eV
relative energy (zero: lowest compared OMol25 entry of this formula, charge and spin)	0.000	eV
charge	-1
orbital gap	0.310	Eh

Positions of all 20 atoms, in Å:
C  -0.449  -0.419  1.728
C  -0.456  1.388  -0.654
C  1.450  -0.629  -1.262
C  -1.741  -1.270  -0.884
O  0.164  -2.469  0.204
O  -1.387  -4.061  -0.898
O  -2.108  -2.957  1.087
F  -1.917  -1.310  -2.288
Si  -0.092  -0.591  -0.147
S  -1.302  -2.879  -0.128
H  -1.304  0.398  1.619
H  -0.767  -1.368  2.104
H  0.412  -0.151  2.366
H  -0.268  1.346  -1.731
H  -1.459  1.711  -0.501
H  0.270  1.937  -0.061
H  1.223  -0.014  -2.259
H  2.319  -0.072  -0.848
H  1.716  -1.606  -1.408
H  -2.666  -1.046  -0.438

natural (NBO) atomic charge list, values in e, 8 entries: -1.10, -1.10, -1.09, -0.42, -1.01, -0.96, -1.01, -0.37